No. 1
This record from the Open Molecules 2025 dataset describes a molecular structure, C9H18BiCl2OS at a distorted geometry. The level of theory is the ωB97M-V functional and the def2-TZVPD basis.

Geometry as XYZ:
```
32
Properties=species:S:1:pos:R:3:forces:R:3:lowdin_charge:R:1
Bi 1.631 -0.468 -0.032 -0.546 -2.749 5.342 1.09
Cl 0.082 -2.523 -0.741 -0.403 -1.252 -0.407 -0.25
Cl 1.711 1.734 1.416 0.356 1.076 0.377 -0.27
C 3.629 -0.775 -0.404 1.008 0.369 -2.477 -0.54
H 4.048 0.258 -0.596 0.067 -0.833 0.311 -0.10
H 3.587 -1.267 -1.446 0.595 0.185 1.204 -0.09
C -0.083 1.241 -1.328 -3.000 1.579 1.659 -0.24
C 0.990 0.753 -1.821 5.043 -1.601 -4.918 -0.42
H -0.041 1.972 -0.503 0.058 -0.208 -0.583 0.07
C 1.090 -0.395 -2.954 0.362 0.454 0.559 -0.25
H 2.059 1.019 -1.572 -1.490 1.101 -0.548 0.06
C -0.138 -0.221 -3.802 -0.373 0.700 0.186 -0.23
H 2.033 -0.241 -3.514 -0.431 0.305 0.210 0.11
H 1.166 -1.468 -2.615 -0.279 1.311 0.158 0.03
C -1.388 -0.297 -2.910 -0.120 -0.272 -0.028 -0.21
H -0.090 0.777 -4.240 -0.035 0.165 -0.262 0.11
H -0.167 -0.928 -4.624 -0.194 -0.279 -0.050 0.10
C -1.406 0.712 -1.713 -1.642 -0.260 -0.526 -0.18
H -2.275 -0.096 -3.521 0.038 -0.165 0.075 0.10
H -1.441 -1.332 -2.536 -0.119 0.498 0.034 0.05
H -2.025 1.614 -2.003 0.388 -0.853 0.377 0.12
H -1.943 0.202 -0.853 0.767 0.743 -0.714 0.13
C -1.396 -1.211 4.889 0.304 0.219 0.198 -0.28
S -1.624 -0.225 3.399 -0.226 -0.247 -1.291 0.77
C -0.904 1.326 3.968 0.213 -0.245 0.424 -0.29
O -0.746 -0.795 2.328 -0.390 0.296 0.921 -0.61
H -2.179 -0.951 5.610 0.166 -0.025 -0.079 0.04
H -0.400 -0.997 5.294 -0.169 -0.253 0.016 0.05
H -1.484 -2.262 4.597 0.010 0.246 -0.004 0.05
H -0.023 1.088 4.576 -0.068 0.291 -0.207 0.05
H -0.609 1.909 3.090 -0.055 -0.232 0.116 0.01
H -1.664 1.849 4.562 0.166 -0.062 -0.073 0.04
```
Positions in Å, forces in eV/Å.

Kohn-Sham gap = 5.74 eV
Spin multiplicity = 1
Electronic energy = -1962.04405 a.u.
Charge = -1
HOMO = -3.16 eV
LUMO energy = 2.58 eV
Strongest force on any atom = 7.22 eV Å⁻¹
Relative energy (zero: lowest compared OMol25 entry of this formula, charge and spin) = 66.9 kcal/mol

***

No. 2
This record from the Open Molecules 2025 dataset describes 5 unconnected molecules or ions with the total composition C9H18F2O9 at a distorted geometry. The level of theory is the ωB97M-V functional and the def2-TZVPD basis.

Geometry as XYZ:
```
38
Properties=species:S:1:pos:R:3:forces:R:3:lowdin_charge:R:1
C -3.587 1.311 2.849 1.044 0.475 -0.816 -0.04
C -4.575 1.005 1.740 1.669 -1.580 1.089 -0.33
O -3.877 1.396 0.561 -0.110 -0.601 -0.390 0.12
C -2.727 2.091 0.840 -0.428 4.782 -0.738 -0.44
O -2.101 2.823 0.028 -2.083 -4.119 3.185 0.11
O -2.685 2.238 2.205 0.970 -0.070 -0.543 0.05
F -5.767 1.568 1.912 -0.601 1.030 -0.574 0.11
H -2.986 0.426 3.056 -0.206 -0.129 0.227 0.13
H -4.007 1.707 3.774 0.043 0.276 -0.325 0.15
H -4.713 -0.073 1.822 -0.323 -0.110 -1.068 0.16
C 1.356 -2.961 -0.547 -0.875 0.763 1.056 -0.06
C 0.368 -4.095 -0.595 2.023 -0.188 2.461 -0.38
O 1.113 -5.080 -1.221 -1.095 -0.949 -0.316 0.15
C 2.060 -4.483 -1.964 4.486 -6.542 -3.932 -0.51
O 2.773 -5.195 -2.788 -3.658 4.180 3.729 0.06
O 2.287 -3.301 -1.535 0.961 2.449 -0.848 0.14
F -0.699 -3.800 -1.280 -2.340 0.569 -1.705 0.13
H 1.854 -2.886 0.420 0.028 0.037 -0.126 0.14
H 0.807 -2.040 -0.740 0.503 0.235 -0.281 0.13
H 0.067 -4.373 0.415 -0.018 -0.541 -0.107 0.17
C -0.072 -0.960 1.927 -0.224 0.628 0.360 -0.17
O 1.259 -0.698 1.570 0.364 -0.482 -0.047 -0.12
H -0.178 -1.977 2.304 0.144 -0.023 -0.053 0.08
H -0.356 -0.262 2.714 -0.243 -0.063 0.340 0.07
H -0.786 -0.796 1.120 0.049 -0.207 -0.340 0.06
H 1.271 0.001 0.913 -0.239 0.217 -0.257 0.06
C 3.548 3.700 -1.598 -0.004 -0.390 -0.335 -0.15
O 3.941 2.529 -2.315 0.296 -0.223 0.172 -0.14
H 4.285 4.485 -1.767 -0.161 0.100 -0.185 0.08
H 2.569 3.946 -2.009 0.019 0.576 0.355 0.07
H 3.499 3.547 -0.520 -0.186 -0.124 0.004 0.08
H 4.011 1.785 -1.712 0.088 0.070 0.005 0.07
C 0.608 1.556 -1.836 -0.705 0.472 0.341 -0.11
O 0.091 0.791 -0.751 0.697 -1.172 0.374 -0.15
H 0.021 1.414 -2.744 -0.004 0.062 -0.016 0.09
H 0.554 2.591 -1.499 0.179 0.233 -0.509 0.08
H 1.641 1.284 -2.052 -0.132 -0.151 0.263 0.07
H -0.868 0.785 -0.699 0.071 0.511 -0.452 0.06
```
Positions in Å, forces in eV/Å.

Kohn-Sham gap = 10.41 eV
Spin multiplicity = 1
Electronic energy = -1230.54067 a.u.
Charge = 0
HOMO = -10.48 eV
LUMO energy = -0.07 eV
Strongest force on any atom = 8.85 eV Å⁻¹
SMILES string = O=C1OC[C@@H](F)O1.O=C1OC[C@@H](F)O1.CO.CO.CO

***

No. 3
This record from the Open Molecules 2025 dataset describes a molecular structure, C9H18F3O7Y at a distorted geometry. The level of theory is the ωB97M-V functional and the def2-TZVPD basis.

Geometry as XYZ:
```
38
Properties=species:S:1:pos:R:3:forces:R:3:lowdin_charge:R:1
Y 0.479 -0.317 1.128 0.252 -2.907 0.664 1.61
O -0.777 -0.503 3.156 2.296 0.022 -0.713 -0.42
C 0.129 -0.152 4.195 -0.747 0.802 -0.726 -0.41
C 1.694 -0.221 4.038 -0.155 -0.640 -1.883 -0.41
O 2.169 0.005 2.733 -1.327 -0.110 -0.220 -0.43
H -0.157 -0.702 5.091 0.111 -0.146 0.637 0.07
H -0.081 0.907 4.349 0.016 0.747 0.738 0.06
H 2.001 -1.210 4.378 0.216 -0.610 0.197 0.07
H 2.221 0.497 4.666 -0.365 0.399 0.887 0.07
O 0.666 -2.772 0.966 1.447 1.946 -0.814 -0.44
C 1.161 -2.963 -0.370 -2.225 0.638 0.872 -0.41
C 2.127 -1.909 -1.076 -0.739 0.998 1.126 -0.36
O 1.930 -0.489 -0.773 -0.377 -2.229 0.809 -0.45
H 0.204 -3.024 -0.888 -0.256 0.467 -1.294 0.05
H 1.454 -4.007 -0.478 1.275 -0.330 -0.120 0.06
H 2.042 -2.037 -2.156 -0.402 -0.229 -0.522 0.06
H 3.134 -2.275 -0.876 0.653 0.368 0.476 0.06
C -1.969 0.540 -1.125 2.925 -1.206 3.084 -0.31
O -0.897 -0.223 -1.762 -0.651 0.862 -2.321 -0.13
O -1.631 0.257 0.238 -1.157 2.251 -2.767 -0.31
C -1.931 2.102 -1.665 1.767 -3.041 2.726 -0.65
F -0.696 2.610 -1.687 1.103 -0.011 -0.179 0.13
F -2.427 2.269 -2.843 -1.333 0.063 -2.981 0.15
F -2.600 2.886 -0.873 -1.609 1.267 1.754 0.15
C -0.827 -0.241 -3.197 -0.440 -0.159 -0.530 -0.26
C -1.552 -1.453 -3.840 0.581 0.076 -0.004 -0.08
H -1.578 -1.376 -4.927 0.140 0.311 -0.241 0.05
H -0.924 -2.320 -3.638 -0.250 -0.211 0.234 0.06
H -2.580 -1.676 -3.555 0.057 0.304 0.482 0.06
H 0.179 -0.254 -3.617 0.764 -0.778 1.129 0.11
H -1.049 0.699 -3.703 -1.198 0.287 0.454 0.09
H -2.962 0.129 -1.312 -0.308 0.122 -0.586 0.13
C 0.268 3.071 1.782 -0.879 -0.810 -0.086 -0.11
O 0.890 1.972 1.155 0.603 0.878 -0.440 -0.22
H 0.843 3.454 2.625 0.250 0.235 -0.200 0.08
H 0.036 3.772 0.980 -0.125 0.567 0.449 0.08
H -0.649 2.645 2.189 -0.185 0.294 -0.011 0.09
H 1.660 2.308 0.690 0.272 -0.489 -0.081 0.11
```
Positions in Å, forces in eV/Å.

Kohn-Sham gap = 5.60 eV
Spin multiplicity = 1
Electronic energy = -1218.33998 a.u.
Charge = -2
HOMO = -0.43 eV
LUMO energy = 5.17 eV
Strongest force on any atom = 4.45 eV Å⁻¹
Relative energy (zero: lowest compared OMol25 entry of this formula, charge and spin) = 50.2 kcal/mol

***

No. 4
This record from the Open Molecules 2025 dataset describes a gas-phase ion, C9H18N (charge +1) at a distorted geometry. The level of theory is the ωB97M-V functional and the def2-TZVPD basis.

Geometry as XYZ:
```
28
Properties=species:S:1:pos:R:3:forces:R:3:lowdin_charge:R:1
C -0.567 -1.255 0.275 1.386 1.954 -1.571 -0.11
C -1.113 -2.276 -0.355 2.938 -0.234 0.884 0.13
C 0.899 -0.406 0.116 0.222 -5.813 1.005 -0.33
C 0.043 0.775 -0.050 -0.574 1.203 -0.878 -0.47
C 1.605 -0.550 1.470 -1.537 2.250 1.231 -0.04
C 1.908 -1.020 -0.938 -2.505 4.093 -1.117 0.01
C -0.173 1.107 -1.503 0.907 2.766 -0.229 -0.01
C 0.464 1.986 0.746 0.337 -0.424 0.727 0.00
C -2.604 0.253 0.153 -0.527 1.839 -0.705 0.01
N -1.221 0.061 0.562 0.762 -0.701 0.483 -0.03
H -2.044 -2.656 -0.577 -2.390 0.133 0.000 0.06
H -0.373 -3.021 -0.609 0.341 -0.078 -0.282 0.09
H 2.569 -0.091 1.562 0.954 -0.226 -0.618 0.09
H 1.564 -1.543 1.833 0.389 -0.974 0.164 0.09
H 1.090 0.092 2.240 0.011 -1.187 -0.400 0.08
H 2.752 -0.366 -0.981 0.889 0.278 0.316 0.09
H 1.572 -1.017 -1.979 -0.511 -0.060 0.178 0.09
H 2.183 -1.967 -0.720 0.867 -2.959 1.173 0.05
H -0.962 1.882 -1.620 0.502 -0.289 0.114 0.10
H -0.403 0.346 -2.210 -0.017 -1.032 -0.150 0.08
H 0.820 1.608 -1.807 -1.581 -0.789 0.136 0.14
H 1.372 2.374 0.331 0.543 0.198 -0.733 0.10
H 0.867 1.701 1.789 -1.771 1.104 -1.352 0.11
H -0.291 2.748 0.531 0.099 0.219 1.150 0.11
H -2.651 -0.104 -0.888 -0.477 0.332 0.458 0.11
H -3.296 -0.266 0.822 0.327 -0.218 -0.222 0.12
H -2.843 1.364 0.255 0.239 -1.427 -0.435 0.14
H -1.167 0.242 1.551 0.178 0.039 0.671 0.17
```
Positions in Å, forces in eV/Å.

Kohn-Sham gap = 11.80 eV
Spin multiplicity = 1
Electronic energy = -408.13931 a.u.
Charge = +1
HOMO = -14.50 eV
LUMO energy = -2.71 eV
Strongest force on any atom = 5.90 eV Å⁻¹
Relative energy (zero: lowest compared OMol25 entry of this formula, charge and spin) = 38.9 kcal/mol
SMILES string = C=C1[N@H+](C)C(C)(C)C1(C)C

***

> Look up the charge of the third one.

-2

***

> What is the formula in the first record?

C9H18BiCl2OS

***

> Among the records above, which one has the highest electronic energy?

C9H18N